Entry 1:
10
Properties=species:S:1:pos:R:3:lowdin_charge:R:1 method="wB97M-V/def2-TZVPD" e_above_lowest_kj_mol=108.96 largest_force_ha_per_bohr=0.086 total_charge=0 spin_multiplicity=1 smiles="[H]/N=C(/N)C(Cl)(Cl)Cl" gap_ev=9.81
H -2.077 1.903 -0.282 0.0572
N -2.201 0.878 -0.337 0.1255
C -1.263 0.027 -0.312 -0.7406
N -1.583 -1.321 -0.349 -0.0228
C 0.217 0.161 -0.113 -1.5080
Cl 0.410 -0.556 1.648 0.4922
Cl 1.144 -0.992 -1.105 0.6144
Cl 0.697 1.754 -0.107 0.7128
H -2.580 -1.338 0.231 0.1775
H -0.849 -2.083 0.002 0.0917

***

Entry 2:
34
Properties=species:S:1:pos:R:3:lowdin_charge:R:1 method="wB97M-V/def2-TZVPD" e_above_lowest_kj_mol=0.00 largest_force_ha_per_bohr=0.036 total_charge=-3 spin_multiplicity=1 gap_ev=8.75
Zn -10.923 -12.814 -0.220 0.8024
C -10.601 -12.899 3.706 -0.0017
C -10.744 -12.763 2.214 -0.6958
O -9.732 -12.664 1.464 -0.0452
O -11.870 -12.867 1.663 -0.0271
H -9.800 -12.255 4.068 0.0699
H -10.339 -13.921 3.973 0.0787
H -11.567 -12.602 4.113 0.0729
Cl -14.383 -12.937 -1.372 0.6532
O -14.616 -12.491 -2.740 -0.3823
O -14.898 -11.993 -0.417 -0.3604
O -15.029 -14.180 -1.149 -0.3489
O -12.939 -13.019 -1.226 -0.3748
P -11.034 -9.287 -0.403 0.1993
F -12.515 -9.646 0.156 -0.1540
F -11.142 -7.722 0.052 -0.1936
F -10.419 -9.603 1.067 -0.1678
F -9.548 -8.982 -0.959 -0.1586
F -10.832 -10.896 -0.797 -0.1793
F -11.677 -9.013 -1.849 -0.1439
P -11.174 -16.501 0.161 0.1932
F -10.122 -16.876 -1.009 -0.1596
F -11.395 -18.107 0.492 -0.2178
F -10.012 -16.502 1.314 -0.1833
F -12.241 -16.114 1.316 -0.1616
F -10.903 -14.914 -0.110 -0.1598
F -12.340 -16.582 -0.943 -0.1487
P -8.399 -13.396 -2.471 0.1840
F -6.830 -13.544 -2.962 -0.2057
F -8.761 -14.750 -3.239 -0.1426
F -8.101 -14.235 -1.144 -0.1360
F -9.984 -13.212 -2.018 -0.1666
F -8.035 -11.994 -1.731 -0.1641
F -8.716 -12.511 -3.801 -0.1747

***

Entry 3:
11
Properties=species:S:1:pos:R:3:lowdin_charge:R:1 method="wB97M-V/def2-TZVPD" e_above_lowest_kj_mol=215.40 largest_force_ha_per_bohr=0.103 total_charge=0 spin_multiplicity=1 gap_ev=9.83
H 2.037 -2.199 0.125 0.0817
N 1.991 -1.155 -0.138 0.1233
C 0.760 -0.731 0.015 -0.5687
N -0.283 -1.604 0.405 -0.3944
S -1.917 -1.061 0.630 0.7759
C 0.459 0.736 0.058 -0.7831
F -0.330 1.031 1.243 -0.0509
F 1.525 1.536 0.305 0.0295
Cl 0.039 1.113 -1.658 0.7201
H 0.059 -2.675 -0.159 0.2325
H -2.108 -0.883 1.903 -0.1660

***

Entry 4:
11
Properties=species:S:1:pos:R:3:lowdin_charge:R:1 method="wB97M-V/def2-TZVPD" e_above_lowest_kj_mol=4.50 largest_force_ha_per_bohr=0.041 total_charge=0 spin_multiplicity=1 gap_ev=10.28
H 1.506 0.543 -1.653 0.0487
N 1.535 0.082 -0.726 0.1394
C 0.404 -0.184 -0.198 -0.5134
N -0.898 0.065 -0.639 -0.3750
S -1.301 1.191 -1.916 0.7627
C 0.386 -0.862 1.237 -0.8981
F -0.729 -1.597 1.306 0.0511
F 1.410 -1.667 1.517 0.0822
Cl 0.363 0.503 2.342 0.7539
H -1.628 -0.376 -0.069 0.0876
H -1.050 2.302 -1.202 -0.1390

***

Entry 5:
11
Properties=species:S:1:pos:R:3:lowdin_charge:R:1 method="wB97M-V/def2-TZVPD" e_above_lowest_kj_mol=315.86 largest_force_ha_per_bohr=0.083 total_charge=0 spin_multiplicity=1 gap_ev="7.62 / 9.55"
C 0.951 0.510 -0.579 0.0055
C -0.567 0.131 1.660 -0.3321
O 1.706 -0.661 2.438 -0.3441
O 0.385 -2.294 1.181 -0.3269
F 0.495 -0.444 -1.370 -0.0050
F -1.763 -0.089 1.145 0.0322
S 0.394 -1.187 2.111 0.2840
Cl -0.547 -1.838 3.790 0.4052
H 0.767 1.615 -1.005 0.1367
H 1.694 0.163 0.026 0.0158
H -0.266 1.147 2.019 0.1287

***

Entry 6:
9
Properties=species:S:1:pos:R:3:lowdin_charge:R:1 method="wB97M-V/def2-TZVPD" e_above_lowest_kj_mol=379.47 largest_force_ha_per_bohr=0.082 total_charge=0 spin_multiplicity=1 gap_ev="8.82 / 7.45"
C 1.297 -0.282 0.097 -0.4173
C -1.398 -0.339 0.067 -0.8914
F -1.777 -1.388 -0.722 -0.0187
F -1.963 -0.622 1.284 -0.0161
S 1.195 1.328 0.566 0.7348
Cl -1.752 1.138 -0.514 0.7789
H 1.330 -1.095 0.716 -0.0095
H 1.599 -0.427 -0.856 -0.0213
H 1.468 1.687 -0.638 -0.1394

***

Entry 7:
9
Properties=species:S:1:pos:R:3:lowdin_charge:R:1 method="wB97M-V/def2-TZVPD" e_above_lowest_kj_mol=376.27 largest_force_ha_per_bohr=0.042 total_charge=0 spin_multiplicity=1 gap_ev="9.23 / 7.08"
C 1.446 0.368 -0.236 -0.4323
C -1.403 0.341 -0.135 -0.7863
F -1.754 1.012 0.976 0.0088
F -2.159 0.714 -1.159 0.0319
S 1.488 -1.344 -0.186 0.6492
Cl -1.449 -1.367 0.122 0.6531
H 1.582 0.850 -1.148 -0.0149
H 0.930 0.799 0.557 -0.0398
H 1.320 -1.373 1.208 -0.0696

***

Entry 8:
11
Properties=species:S:1:pos:R:3:lowdin_charge:R:1 method="wB97M-V/def2-TZVPD" e_above_lowest_kj_mol=144.91 largest_force_ha_per_bohr=0.084 total_charge=0 spin_multiplicity=1 smiles="O=[N+]([O-])/C(F)=C/Cl.O" gap_ev=9.69
O -2.442 1.001 -0.161 0.1073
N -1.695 0.108 0.126 -0.3637
O -1.941 -1.067 0.233 0.1295
C -0.356 0.522 0.457 -0.3466
F 0.300 -0.411 1.081 0.1237
C 0.147 1.650 -0.008 -0.5138
Cl 1.736 1.958 0.188 0.8005
H -0.451 2.290 -0.568 0.0753
O 1.846 -2.278 -0.395 -0.0297
H 0.966 -2.164 0.048 0.0488
H 1.891 -1.609 -1.001 -0.0312

***

Entry 9:
9
Properties=species:S:1:pos:R:3:lowdin_charge:R:1 method="wB97M-V/def2-TZVPD" e_above_lowest_kj_mol=301.39 largest_force_ha_per_bohr=0.069 total_charge=0 spin_multiplicity=1 gap_ev="7.58 / 7.17"
C 0.594 -0.448 0.710 -0.3407
C -1.640 -1.301 -0.337 -1.1439
N 0.509 0.754 0.275 0.1612
O 1.147 -1.250 1.358 0.1597
Cl -1.314 -0.586 -1.919 0.3960
I -3.282 -0.373 0.644 0.6250
H -1.785 -2.367 -0.441 -0.0529
H -0.213 0.972 -0.407 0.0520
H 1.181 1.471 0.533 0.1435

***

Entry 10:
7
Properties=species:S:1:pos:R:3:lowdin_charge:R:1 method="wB97M-V/def2-TZVPD" e_above_lowest_kj_mol=644.41 largest_force_ha_per_bohr=0.201 total_charge=+1 spin_multiplicity=1 smiles=[NH3+]C#CCl gap_ev="7.78 / 7.79"
N -1.150 -0.042 0.011 0.0953
C 0.226 0.232 -0.044 -0.0095
C 1.968 -0.254 -0.081 -0.5342
Cl 3.477 0.107 0.030 0.8931
H -1.493 -0.614 0.803 0.1840
H -1.562 -0.371 -0.877 0.1812
H -1.465 0.942 0.158 0.1901

***

Entry 11:
8
Properties=species:S:1:pos:R:3:lowdin_spin:R:1 method="wB97M-V/def2-TZVPD" e_above_lowest_kj_mol=92.11 largest_force_ha_per_bohr=0.247 total_charge=0 spin_multiplicity=3 gap_ev="8.69 / 6.13"
C -1.317 0.005 1.418 0.1597
C -0.413 0.249 0.342 0.5632
N -2.023 -0.126 2.311 0.3945
N -0.039 -0.517 -0.583 0.8368
Cl 2.685 0.548 -1.815 0.0093
H 0.030 1.245 0.376 0.0167
H 1.541 0.039 -1.447 -0.0011
H -0.464 -1.445 -0.602 0.0208

***

Entry 12:
8
Properties=species:S:1:pos:R:3:lowdin_spin:R:1 method="wB97M-V/def2-TZVPD" e_above_lowest_kj_mol=289.12 largest_force_ha_per_bohr=0.105 total_charge=0 spin_multiplicity=3 gap_ev="5.56 / 9.33"
C -0.111 -0.206 -0.278 0.4167
C -1.478 0.122 -0.031 0.0978
N 1.078 -0.433 -0.038 0.2040
N 2.550 -0.772 0.183 0.7695
Cl 3.455 0.639 0.032 0.4602
H -1.523 1.147 0.344 0.0190
H -1.902 -0.541 0.730 0.0274
H -2.070 0.044 -0.942 0.0054

***

Entry 13:
10
Properties=species:S:1:pos:R:3:lowdin_charge:R:1 method="wB97M-V/def2-TZVPD" e_above_lowest_kj_mol=169.62 largest_force_ha_per_bohr=0.130 total_charge=0 spin_multiplicity=1 smiles=Nn1cnc(Cl)n1 gap_ev=9.24
N -1.670 -0.754 0.203 0.1078
N -0.400 -0.244 0.061 -0.3244
C -0.107 1.064 0.070 -0.1649
N 1.212 1.265 0.011 0.0328
C 1.804 0.126 -0.037 -0.7941
Cl 3.401 -0.277 -0.092 0.7179
N 0.603 -1.056 -0.011 0.1143
H -1.663 -1.742 -0.032 0.0995
H -2.352 -0.228 -0.332 0.0999
H -0.828 1.846 0.159 0.1114

***

Entry 14:
10
Properties=species:S:1:pos:R:3:lowdin_charge:R:1 method="wB97M-V/def2-TZVPD" e_above_lowest_kj_mol=29.04 largest_force_ha_per_bohr=0.048 total_charge=0 spin_multiplicity=1 smiles=ClCc1nn[nH]n1 gap_ev=11.87
Cl 1.581 -1.547 1.537 0.5440
C 0.798 0.053 1.320 -0.5405
C -0.064 0.082 0.183 -0.5310
N -1.372 -0.337 0.195 0.0752
N -1.754 -0.288 -1.034 0.0193
N -0.716 0.200 -1.718 -0.0508
N 0.355 0.418 -0.988 0.1230
H 1.598 0.801 0.985 0.1073
H 0.267 0.258 2.258 0.0818
H -0.693 0.359 -2.739 0.1717

***

Entry 15:
8
Properties=species:S:1:pos:R:3:lowdin_charge:R:1 method="wB97M-V/def2-TZVPD" e_above_lowest_kj_mol=267.29 largest_force_ha_per_bohr=0.083 total_charge=0 spin_multiplicity=1 gap_ev=9.94
C 0.302 0.390 0.199 -0.3348
C -1.062 -0.060 -0.026 0.0006
O 0.922 1.304 0.584 0.1083
O 1.406 -0.859 -0.482 -0.6838
Cl 2.919 -0.364 -0.032 0.6021
H -1.693 0.559 -0.739 0.1312
H -1.196 -1.083 -0.373 0.0968
H -1.597 0.113 0.868 0.0795

***

Entry 16:
9
Properties=species:S:1:pos:R:3:lowdin_charge:R:1 method="wB97M-V/def2-TZVPD" e_above_lowest_kj_mol=391.04 largest_force_ha_per_bohr=0.055 total_charge=-1 spin_multiplicity=1 gap_ev="6.40 / 8.23"
C 1.827 0.044 -0.497 -0.2419
C 1.170 0.453 0.563 -0.0984
O -2.360 -0.926 1.515 -0.4796
O -2.230 -1.215 -1.057 -0.4629
P -1.895 -0.477 0.184 0.0582
Cl -2.372 1.503 0.041 0.1650
H 2.986 0.061 -0.842 0.0592
H 1.364 -0.407 -1.382 0.0074
H 1.510 0.963 1.476 -0.0071

***

Entry 17:
9
Properties=species:S:1:pos:R:3:lowdin_charge:R:1 method="wB97M-V/def2-TZVPD" e_above_lowest_kj_mol=214.61 largest_force_ha_per_bohr=0.072 total_charge=0 spin_multiplicity=1 smiles="O=S1(=O)C[C@@H]1Cl" gap_ev=10.90
O -1.601 1.546 0.199 -0.2831
S -0.361 1.013 -0.227 0.6251
O 0.509 1.614 -1.149 -0.2943
C 0.564 -0.160 0.793 -0.1572
C -0.320 -0.754 -0.411 -0.7482
Cl 0.539 -1.484 -1.743 0.6404
H 0.031 -0.341 1.753 0.1063
H 1.608 -0.072 0.714 0.0720
H -0.968 -1.362 0.071 0.0389

***

Entry 18:
9
Properties=species:S:1:pos:R:3:lowdin_charge:R:1 method="wB97M-V/def2-TZVPD" e_above_lowest_kj_mol=189.40 largest_force_ha_per_bohr=0.091 total_charge=0 spin_multiplicity=1 gap_ev=9.07
C 0.513 -0.248 0.030 -0.6262
C -1.005 0.716 -0.226 -0.5002
O 3.143 -0.087 0.059 -0.5880
O 0.314 -1.496 0.248 -0.0039
S 1.880 0.673 -0.071 0.9171
Cl -2.378 -0.418 -0.239 0.5834
H -0.709 1.214 -1.131 0.0417
H -1.208 1.389 0.623 0.0566
H -0.548 -1.743 0.707 0.1196

***

Entry 19:
9
Properties=species:S:1:pos:R:3:lowdin_charge:R:1 method="wB97M-V/def2-TZVPD" e_above_lowest_kj_mol=245.17 largest_force_ha_per_bohr=0.064 total_charge=0 spin_multiplicity=1 smiles="C=C(O)Cl.O=S" gap_ev="7.73 / 7.73"
C -0.936 0.637 0.812 -0.0006
C -0.717 -0.274 -0.135 -0.8632
O -0.282 0.079 -1.368 -0.1111
Cl -0.596 -2.064 0.174 0.5538
H -1.137 0.337 1.830 0.0559
H -0.783 1.765 0.604 0.1158
H -0.961 -0.264 -2.082 0.1730
O 2.992 0.564 0.179 -0.6593
S 2.420 -0.782 -0.014 0.7357

***

Entry 20:
7
Properties=species:S:1:pos:R:3:lowdin_charge:R:1 method="wB97M-V/def2-TZVPD" e_above_lowest_kj_mol=156.97 largest_force_ha_per_bohr=0.107 total_charge=0 spin_multiplicity=1 smiles="S=CCCl" gap_ev=7.97
S 2.044 -1.023 -0.008 0.5166
C 0.747 0.070 -0.591 -0.5618
C -0.570 0.091 0.419 -0.7182
Cl -1.762 -1.060 -0.200 0.5292
H 0.738 0.878 -1.519 0.1076
H -0.965 1.217 0.494 0.1066
H -0.232 -0.172 1.406 0.0200

***

Total energy, record by record: -42668.7876 -152144.0893 -33892.6066 -33894.7925 -35005.1671 -30911.2990 -30911.3323 -24990.8119 -26280.4800 -16118.6453 -17619.6578 -17617.6159 -20602.6366 -20604.0936 -18737.2804 -28028.8573 -29572.4901 -29572.7514 -29572.1734 -25477.9398 eV